Below is a cluster of 13 separate species, C60H133BF4N7O12 in total in a non-equilibrium geometry, with properties calculated with wB97M-V/def2-TZVPD.

Computed properties:
charge: +1
HOMO level: -0.203 Ha
calculated total energy: -4075.85245 a.u.
Kohn-Sham gap: 2.29 eV
LUMO energy: -3.240 eV

Structure (XYZ):
```
217
Properties=species:S:1:pos:R:3:forces:R:3
C 1.802323 3.083649 -3.066911 -1.2 -0.6 1.3
C 2.751383 2.829819 -4.177641 0.4 1.2 -1.8
C 3.034413 4.096619 -5.034931 1.6 -0.1 0.2
N 4.253423 3.862609 -6.025641 -2.0 -0.5 -2.4
C 3.869713 2.703369 -7.078511 1.6 0.7 0.6
C 4.642043 5.157169 -6.814261 0.4 -0.1 -0.8
C 6.027803 4.886239 -7.426731 -0.8 -1.4 0.1
C 6.693443 3.974259 -6.366111 -0.4 -0.1 0.3
C 5.537183 3.552729 -5.351941 1.0 1.2 0.0
H 0.753433 3.190039 -3.343711 0.1 0.3 -0.4
H 2.009793 3.888119 -2.361301 0.3 0.2 -0.3
H 1.828903 2.171909 -2.470151 -0.2 0.0 0.1
H 2.314173 2.119859 -4.879711 0.0 -0.4 0.2
H 3.676153 2.420589 -3.770911 0.2 0.1 -0.1
H 3.378023 4.931399 -4.424031 0.1 -0.1 0.2
H 2.191763 4.512119 -5.587561 0.0 -0.6 -0.3
H 3.705323 1.739489 -6.596831 -0.5 0.5 0.5
H 4.774363 2.510379 -7.655111 0.1 0.4 0.0
H 3.095613 2.963209 -7.800551 -0.2 0.4 0.6
H 3.981123 5.411759 -7.642811 -0.7 -0.3 0.5
H 4.713483 6.011899 -6.141641 -0.3 -0.3 0.4
H 5.906513 4.314849 -8.347011 -0.2 -0.2 0.0
H 6.527443 5.776639 -7.808351 0.2 0.1 0.9
H 7.120923 3.073639 -6.806861 0.1 0.2 -0.1
H 7.497083 4.525829 -5.878231 -0.1 -0.3 0.4
H 5.605523 2.548319 -4.934091 -0.2 0.0 -0.4
H 5.514063 4.254119 -4.517901 0.3 -0.1 0.2
C 5.255813 -0.584671 5.111209 -1.0 0.1 -0.5
C 4.275923 -1.770791 4.836059 1.0 -1.2 -0.3
C 4.738693 -2.736821 3.719429 -0.9 0.6 -0.1
N 3.656433 -3.807511 3.436579 -1.5 -0.8 0.5
C 3.284103 -4.617031 4.761209 0.1 0.7 -1.5
C 4.111203 -4.824621 2.372019 1.0 0.1 0.1
C 2.853403 -5.426641 1.688359 1.2 0.6 0.9
C 1.792343 -4.331651 1.801469 -0.3 0.1 1.9
C 2.347733 -3.219351 2.793819 1.1 -0.8 -1.7
H 5.217103 0.203069 4.358829 -0.4 -0.3 -0.5
H 6.319193 -0.823401 5.129449 -0.2 -0.5 0.5
H 4.904143 -0.075321 6.008419 0.4 -0.2 0.3
H 3.243383 -1.474241 4.651619 0.1 0.4 -0.1
H 4.238573 -2.497311 5.647769 0.0 0.7 0.9
H 5.633413 -3.281381 4.021149 0.0 0.0 -0.1
H 4.908823 -2.157261 2.812089 -0.1 -0.3 -0.4
H 2.723703 -5.495551 4.441419 0.6 -0.3 -0.1
H 2.577193 -4.122821 5.427649 0.4 0.7 -0.3
H 4.230153 -4.797581 5.271589 -0.2 -0.4 -0.1
H 4.816703 -5.540111 2.794469 -0.7 -0.5 0.8
H 4.867863 -4.371981 1.731179 -0.8 1.0 -0.5
H 2.599003 -6.300321 2.288409 -0.3 -0.1 -0.3
H 3.056643 -5.756351 0.669489 0.1 0.1 0.1
H 0.945803 -4.769691 2.330239 -0.3 0.0 -0.4
H 1.430003 -3.908061 0.864779 0.2 0.2 0.1
H 1.607863 -2.863641 3.510869 0.4 -0.1 0.1
H 2.717163 -2.427131 2.142669 -0.1 0.6 0.4
C -1.282607 -2.123301 3.834779 0.3 -0.3 0.9
C -1.624867 -3.060461 2.689129 0.1 0.2 -0.2
C -2.112097 -4.473101 3.047599 -1.9 0.7 -0.8
N -2.983077 -5.071231 1.888849 0.1 -0.7 -0.8
C -2.083007 -5.164411 0.620079 -0.4 -0.1 1.1
C -4.311477 -4.375301 1.578349 0.1 0.1 -0.2
C -5.280577 -5.435701 0.913819 0.5 1.5 1.2
C -4.678547 -6.782801 1.343279 0.5 -0.3 -1.5
C -3.547467 -6.467031 2.292089 1.1 0.9 0.6
H -0.827177 -2.674681 4.657379 0.2 0.0 0.3
H -2.147727 -1.593411 4.233369 -0.1 -0.1 0.0
H -0.583287 -1.345921 3.527019 0.0 0.0 -0.2
H -0.744837 -3.139721 2.050879 -0.2 0.1 -0.3
H -2.403347 -2.483711 2.189689 -0.1 -0.5 -0.7
H -2.816747 -4.425871 3.877869 0.1 0.0 0.2
H -1.336087 -5.205391 3.270429 0.0 0.1 -0.1
H -2.558147 -5.737761 -0.175911 -0.2 0.2 0.2
H -1.154457 -5.644921 0.928299 -0.1 -0.3 0.1
H -1.805007 -4.172771 0.263079 -0.5 0.1 0.1
H -4.116057 -3.503891 0.953409 -0.2 0.0 0.2
H -4.667027 -4.110491 2.574119 -0.2 0.4 -0.2
H -5.443187 -5.219601 -0.142091 0.6 -0.5 -0.1
H -6.266017 -5.263071 1.346479 0.1 -0.1 0.2
H -4.239877 -7.248791 0.460939 -0.3 -0.3 -0.1
H -5.428337 -7.453241 1.763309 0.3 0.0 0.1
H -2.622297 -7.037421 2.374699 -0.5 -0.9 -0.4
H -3.966347 -6.427211 3.297599 0.3 0.6 0.2
C 3.293023 3.446559 7.827449 0.3 0.3 -1.1
C 3.198723 2.943179 6.357339 -0.1 1.0 0.7
C 2.294733 3.839079 5.454799 0.0 -2.9 -0.5
N 2.282893 3.339099 3.975789 -0.7 -0.1 1.3
C 1.744473 1.866929 3.904179 0.3 1.0 1.1
C 1.267463 4.211509 3.163429 1.5 -0.1 -1.3
C 2.219683 4.811299 2.131849 -1.7 2.1 -0.2
C 3.329153 3.887909 1.931009 1.2 -1.6 -1.3
C 3.666743 3.508429 3.330929 -0.5 -0.4 1.0
H 3.791803 2.649379 8.378649 0.0 0.3 0.3
H 2.342973 3.711589 8.291409 0.0 -0.2 -0.1
H 3.933573 4.326819 7.773349 0.0 0.1 0.6
H 2.853553 1.917839 6.490129 -0.2 0.0 -0.8
H 4.232393 2.965579 6.012189 0.0 -0.3 -0.3
H 2.589423 4.888089 5.425749 -0.4 -0.1 0.2
H 1.280273 3.554089 5.733619 -0.3 1.2 0.3
H 2.211613 1.194459 4.623679 0.9 0.3 -0.3
H 1.833803 1.467629 2.893899 -0.2 0.2 0.1
H 0.746373 1.908149 4.340279 -0.7 0.2 -0.9
H 0.589573 3.545419 2.629669 -0.1 -0.2 0.5
H 0.683403 4.985819 3.660839 0.3 -0.5 0.8
H 1.635833 5.176059 1.286769 0.1 -0.5 -0.4
H 2.715553 5.732089 2.439029 -0.4 0.3 0.8
H 3.094973 2.976149 1.381509 -0.1 0.1 -0.3
H 4.138003 4.421689 1.432069 0.2 -0.4 0.0
H 4.196553 2.589989 3.583629 0.1 0.0 -0.7
H 4.227723 4.334919 3.767179 -0.4 0.1 0.6
C 2.537653 -9.557421 -3.384621 0.7 0.4 0.3
C 3.059143 -8.095591 -3.271031 -1.9 1.1 -1.9
C 1.977943 -7.120751 -3.935031 1.5 1.8 1.0
N 2.471033 -5.584001 -3.908311 2.1 -0.8 0.0
C 3.794663 -5.336311 -4.687541 -0.3 0.3 1.0
C 2.716023 -5.185991 -2.403881 1.2 0.3 -1.7
C 2.248363 -3.719851 -2.392851 -0.4 -1.8 1.0
C 0.956103 -3.919101 -3.159901 -0.5 1.4 0.1
C 1.436893 -4.586911 -4.415481 -1.6 -1.3 0.5
H 3.302353 -10.192621 -2.937571 0.0 -0.2 -0.3
H 2.398963 -9.796241 -4.439051 0.2 -0.1 0.0
H 1.608303 -9.843161 -2.891901 -0.1 0.7 0.2
H 3.887243 -7.943361 -3.963261 0.4 -0.6 0.3
H 3.367913 -7.720571 -2.295271 -0.3 -0.4 0.1
H 1.082183 -6.994161 -3.327001 -0.3 -0.6 -0.4
H 1.814863 -7.297311 -4.998201 -0.3 -0.4 0.3
H 4.651613 -5.904181 -4.325241 -0.5 -0.6 0.1
H 4.085403 -4.316131 -4.436951 -0.3 0.2 -0.3
H 3.696653 -5.446931 -5.767471 -0.4 -0.1 0.2
H 3.773743 -5.382621 -2.228761 0.1 0.3 0.0
H 2.196663 -5.891121 -1.754901 -0.6 0.4 -0.2
H 2.911083 -3.042041 -2.930881 0.2 0.0 0.4
H 2.080273 -3.478831 -1.343211 0.1 0.7 -0.2
H 0.484483 -2.970381 -3.416041 -0.2 -0.1 0.1
H 0.241593 -4.487191 -2.564211 0.0 -0.2 -0.2
H 1.736793 -3.803311 -5.111291 0.8 -0.6 -0.1
H 0.659213 -5.206621 -4.861881 0.0 0.3 -0.3
C -6.824417 3.892539 1.063089 0.2 1.1 -1.1
N -6.400207 5.090789 0.162909 1.3 0.7 -0.7
C -4.947767 5.519009 0.451529 -1.3 0.3 0.8
C -6.290487 4.585289 -1.329811 -0.7 -0.6 1.1
C -7.445157 6.240389 0.328489 0.8 -1.2 1.2
C -7.109077 7.676609 -0.100221 -1.2 -0.4 0.4
O -6.860237 7.708339 -1.433521 0.6 0.1 -2.7
H -7.087677 4.199009 2.075449 0.4 0.4 -0.1
H -5.977427 3.206469 1.065299 -0.4 -0.3 0.0
H -7.739187 3.509189 0.611049 0.3 -0.4 -0.1
H -4.647707 6.290959 -0.257101 0.1 -0.4 -0.2
H -4.319387 4.628479 0.437609 0.0 0.3 -0.3
H -4.914467 5.971029 1.442829 0.0 -0.2 0.2
H -5.643387 3.708969 -1.292201 -0.2 0.0 0.1
H -5.839827 5.276949 -2.041571 -0.3 0.4 0.5
H -7.293437 4.261409 -1.607831 0.2 0.1 -0.3
H -7.690127 6.287559 1.389559 0.4 -0.1 0.3
H -8.317737 5.731699 -0.081321 -0.2 0.9 -0.7
H -6.322887 8.230949 0.412329 0.3 -0.7 0.7
H -8.007137 8.279629 0.033729 -0.4 -0.2 0.9
H -7.415747 8.383469 -1.830021 0.2 -0.1 -0.4
C -2.220037 0.193719 0.838799 0.5 -1.1 -1.2
N -1.737787 0.887819 -0.514741 -0.7 -0.1 1.3
C -3.100037 1.537719 -1.016871 0.6 -1.1 0.4
C -0.713517 1.908649 -0.046791 0.1 0.2 0.1
C -1.123307 -0.045871 -1.632441 -0.7 0.4 1.3
C 0.230373 -0.651181 -1.251311 0.2 0.9 -1.8
O 0.291393 -1.361741 -0.091571 -1.0 -1.5 1.7
H -2.843457 -0.655401 0.558729 -0.5 0.4 -0.3
H -2.768857 0.872939 1.491159 0.1 0.2 -0.4
H -1.411287 -0.298321 1.379099 0.5 0.8 -0.3
H -3.804127 0.709209 -0.939911 0.0 0.0 -0.3
H -3.066147 1.918389 -2.037671 0.4 0.0 0.2
H -3.454007 2.277379 -0.298731 0.6 0.1 0.0
H -0.111067 2.303249 -0.864991 -0.5 0.2 -0.2
H -0.000527 1.519089 0.679849 -0.1 -0.9 -0.2
H -1.191107 2.705879 0.522799 -0.4 0.0 -0.6
H -1.125907 0.551799 -2.543971 0.6 0.4 0.2
H -1.767567 -0.853151 -1.980771 -0.8 0.0 0.8
H 1.028713 0.090869 -1.261901 0.0 0.2 -0.1
H 0.446483 -1.382741 -2.029921 0.0 0.3 -0.8
H 1.080003 -1.089631 0.383439 0.7 0.7 0.5
B -1.521057 5.653239 -0.918751 -0.8 -0.2 -1.0
F -0.799457 6.242079 0.073209 0.8 0.3 1.6
F -2.180077 4.481779 -0.524381 -0.3 -0.8 0.9
F -2.480947 6.519999 -1.392241 -0.6 0.8 -0.2
F -0.666717 5.278069 -1.938371 1.2 -0.4 -1.1
C 3.722033 1.056789 -0.655721 -0.4 -0.4 -0.4
C 3.563883 0.339479 0.669659 2.0 -0.1 0.5
O 2.473153 -0.136451 1.021139 -1.9 -0.7 -0.1
O 4.599453 0.276009 1.366269 0.3 -0.1 0.2
H 4.698403 1.540739 -0.679861 -0.4 0.6 0.1
H 2.811373 1.633309 -0.818261 0.5 0.6 0.0
H 3.747983 0.375109 -1.505861 -0.1 -0.5 0.1
C -3.062407 3.610909 3.086859 -0.5 0.6 -0.5
C -2.140697 2.923709 4.031319 1.5 -0.8 1.1
O -1.739507 3.505699 5.061299 -0.2 1.1 0.3
O -1.707407 1.790739 3.727959 0.3 -1.5 -1.1
H -3.201427 3.088759 2.140219 0.1 -0.2 0.1
H -2.591477 4.573589 2.887939 -0.4 0.3 -0.1
H -4.048827 3.731949 3.534549 0.0 0.3 0.1
C -3.907117 -3.052251 -1.989851 -0.5 0.9 1.2
C -4.236667 -2.340071 -3.293831 -2.3 -2.0 -2.5
O -3.249917 -1.970271 -3.924191 3.1 1.5 -0.1
O -5.357727 -2.484041 -3.838851 0.0 0.1 1.8
H -3.402057 -2.347911 -1.328851 0.6 0.1 0.1
H -3.238837 -3.865001 -2.274371 -0.2 -0.3 0.3
H -4.792537 -3.298741 -1.403871 -0.2 -0.7 -0.3
C -5.309917 -0.182201 3.700939 0.7 0.7 0.6
C -6.065887 0.132699 2.440699 -3.2 -1.1 -1.0
O -7.300407 -0.184841 2.451089 1.2 0.3 0.2
O -5.476147 0.631069 1.453709 1.1 0.4 0.1
H -4.629487 0.664209 3.794239 0.5 -0.3 0.5
H -4.761677 -1.122601 3.644409 0.3 -0.1 -0.3
H -5.921317 -0.270021 4.599029 -0.3 0.2 -0.2
C -4.211647 2.339889 -4.707481 -0.1 0.5 0.8
C -5.545227 3.141349 -4.723271 -1.0 1.3 -1.5
O -5.570637 4.241129 -5.342221 1.2 0.0 0.2
O -6.579827 2.626919 -4.253341 0.5 -0.8 1.1
H -3.779887 2.240939 -5.703421 -0.7 -0.8 -0.3
H -4.418397 1.466569 -4.088881 0.4 -0.6 -0.7
H -3.365307 2.861989 -4.261161 -0.2 0.7 0.7
```
Positions in Å, forces in eV/Å.

=====

Below is a cluster of 2 separate species, C9H14O in total in a non-equilibrium geometry, with properties calculated with wB97M-V/def2-TZVPD.

Computed properties:
HOMO level: -0.308 Ha
ΔE to the lowest compared entry with this formula, charge and spin: 0.721 eV
calculated total energy: -426.54630 a.u.
Kohn-Sham gap: 9.26 eV
SMILES: Cc1ccc(O)cc1.CC
LUMO energy: 0.867 eV

Structure (XYZ):
```
24
Properties=species:S:1:pos:R:3:forces:R:3
C -0.455539 2.974468 -2.028814 -1.0 0.1 -0.6
C -0.062528 1.896132 -1.051019 0.4 0.8 -0.4
C -0.789845 1.755574 0.118658 0.7 -0.8 0.1
C -0.224403 1.051318 1.190396 -0.9 0.7 -1.2
C 1.037429 0.505101 1.021434 -0.6 -1.3 0.6
O 1.595969 -0.229748 2.042181 0.4 0.2 0.8
C 1.664769 0.417928 -0.225970 0.1 1.3 0.9
C 1.161734 1.228179 -1.228263 -1.1 -0.1 0.0
H 0.257173 3.799042 -2.017130 0.1 -0.1 -0.1
H -0.652247 2.658486 -3.061151 0.7 -0.2 0.1
H -1.422679 3.424443 -1.790696 0.1 0.0 0.5
H -1.816175 2.095778 0.137991 0.1 0.3 0.3
H -0.894939 0.912582 2.029304 0.6 -0.2 0.5
H 1.337076 0.112906 2.923153 0.0 -0.2 -1.0
H 2.629204 -0.061989 -0.226008 0.1 -0.2 -0.4
H 1.591433 1.344335 -2.211451 0.5 -0.2 0.0
C -0.192731 -3.145291 1.142973 0.2 0.4 1.1
C -1.066694 -2.781304 -0.045882 0.4 -0.3 -0.9
H -0.478446 -4.142842 1.477556 0.2 -0.1 0.0
H 0.893564 -3.103930 1.022593 -0.1 -0.3 -0.8
H -0.247574 -2.506635 2.029863 -0.8 0.2 -0.1
H -2.096516 -3.115075 0.074789 0.0 0.1 0.2
H -1.092875 -1.755291 -0.417333 0.2 0.2 0.6
H -0.675169 -3.334169 -0.907172 -0.2 -0.1 0.0
```
Positions in Å, forces in eV/Å.

=====

Below is the molecule C4H6N2O, with properties calculated with wB97M-V/def2-TZVPD.

Computed properties:
HOMO level: -0.323 Ha
ΔE to the lowest compared entry with this formula, charge and spin: 1.942 eV
calculated total energy: -340.72355 a.u.
Kohn-Sham gap: 9.41 eV
SMILES: C=C1N=C[C@H](O)N1
LUMO energy: 0.621 eV

Structure (XYZ):
```
13
Properties=species:S:1:pos:R:3:forces:R:3
C 2.225837 0.171866 -0.154073 0.0 0.1 0.0
C 0.930102 0.349504 -0.394026 0.4 -0.1 0.1
N 0.249718 -0.254960 -1.499180 -0.3 0.0 0.3
C -0.887815 -0.573258 -1.022794 0.1 -0.1 -0.1
C -1.011111 -0.233611 0.457546 0.1 -0.2 -0.2
O -2.261032 0.007116 1.000191 -0.2 0.2 -0.2
N -0.051883 0.867781 0.480663 0.1 -0.1 0.1
H 2.838203 -0.333194 -0.887097 0.0 0.1 0.0
H 2.666890 0.464953 0.792212 0.0 0.1 -0.2
H -1.652149 -1.080856 -1.607381 0.1 0.0 0.1
H -0.597467 -1.084330 1.019103 -0.2 -0.1 0.1
H -2.748579 0.595249 0.412520 0.0 0.1 0.1
H 0.299284 1.103741 1.402313 0.0 -0.2 -0.1
```
Positions in Å, forces in eV/Å.